C75H80FN10O5S | the ωB97M-V functional and the def2-TZVPD basis

Structure (XYZ):
```
172
Properties=species:S:1:pos:R:3:forces:R:3
C 4.122570 2.827000 -0.011498 -1.00 0.11 0.27
C 3.484585 3.082298 1.378768 0.54 -0.05 -0.75
C 4.595641 3.050212 2.440052 -0.33 0.46 0.10
C 4.111357 2.981716 3.913562 0.47 -0.13 -0.03
C 2.814534 2.225848 4.122299 1.17 1.21 0.22
C 1.777904 2.875178 4.762671 -0.33 -0.21 -0.04
C 0.582891 2.200909 4.930652 -0.30 1.02 0.59
C 0.469904 0.918018 4.480183 -1.37 -1.44 -0.16
C 1.492509 0.257151 3.828334 0.76 0.45 -0.44
C 2.692006 0.929343 3.669185 0.34 -0.86 -0.75
C 3.870531 0.196258 2.980026 0.20 -0.45 -0.40
O 3.729862 -0.140902 1.783612 -0.22 0.49 0.27
O 4.852932 -0.001823 3.722589 -0.04 0.10 0.29
N 1.386303 -1.089514 3.331517 -0.72 -0.04 1.06
C 1.619485 -1.965423 4.514156 -0.14 0.08 0.02
C 1.301921 -3.464836 4.287232 0.27 -0.18 0.19
C 0.222826 -3.876912 5.279333 0.36 0.18 1.16
O 0.517959 -3.987172 6.453685 -0.28 0.06 -1.10
N -1.151400 -4.100452 4.883625 0.63 -0.13 -0.15
C -1.302261 -5.256446 4.087533 -0.39 0.61 0.01
C -2.331494 -5.327489 3.163119 0.04 0.10 0.18
C -2.456972 -6.476780 2.424305 -1.07 -0.22 -1.03
C -1.616621 -7.553968 2.559746 0.33 -0.56 0.14
C -0.599178 -7.488860 3.497711 -0.42 -0.59 -0.64
C -0.460924 -6.345191 4.239135 1.11 -0.01 1.00
C 0.127578 -1.308333 2.693234 0.19 -0.12 -0.14
C 0.120378 -1.963723 1.496842 0.65 -0.96 -1.18
C -1.038039 -2.253602 0.790704 -0.09 0.14 0.20
O -0.994396 -2.904179 -0.416766 0.45 0.53 0.13
C -0.056992 -2.315925 -1.337099 -0.32 -0.36 -1.51
C -0.558134 -1.006802 -1.994683 0.20 0.50 1.06
C -2.057650 -1.053604 -2.314231 -0.05 -0.40 -0.81
C -0.083574 0.215900 -1.163772 0.17 0.51 -0.60
C -0.557136 1.608121 -1.663056 -0.01 0.19 0.19
C -1.859549 2.047259 -0.924341 0.95 -0.46 0.09
C -0.650817 1.760291 -3.197384 -0.79 0.14 0.51
C -2.246871 -1.864593 1.333862 -1.29 -0.50 -0.22
C -3.603661 -2.138849 0.695648 0.17 0.00 -0.31
C -3.739503 -3.509899 0.071560 1.16 -1.35 0.22
O -3.153925 -4.505310 0.392544 -1.22 1.42 -0.60
F -4.640823 -3.578846 -0.967926 0.32 0.38 0.60
C -2.271234 -1.167686 2.532873 -0.22 -0.16 0.02
C -1.102536 -0.896318 3.189115 0.67 0.98 1.45
S -1.066722 0.012138 4.728407 -0.12 0.20 -0.20
H 4.810010 3.626401 -0.312414 0.08 -0.22 0.09
H 3.302336 2.788158 -0.743099 0.31 0.00 -0.09
H 4.595098 1.839583 0.009177 0.11 0.23 -0.08
H 2.734424 2.295769 1.500177 0.24 0.03 0.30
H 2.936981 4.037641 1.368999 0.18 -0.08 0.14
H 5.170265 3.986542 2.345978 -0.01 -0.21 -0.07
H 5.291296 2.244986 2.182849 -0.26 -0.08 0.28
H 4.026058 4.003546 4.309263 -0.29 -0.17 -0.11
H 4.892193 2.504021 4.521803 -0.12 -0.03 -0.22
H 1.874591 3.894841 5.124700 0.08 -0.10 -0.08
H -0.247457 2.709353 5.415248 -0.02 -0.22 -0.08
H 2.662456 -1.828396 4.815955 -0.10 -0.06 -0.29
H 1.018333 -1.594666 5.358319 0.09 -0.18 -0.07
H 1.092437 -3.733765 3.248469 -0.23 0.26 0.15
H 2.201474 -4.021440 4.571913 -0.21 -0.01 -0.01
H -1.563901 -3.274196 4.459183 0.11 -0.04 -0.09
H -3.014549 -4.495612 3.022523 0.14 -0.06 -0.01
H -3.238704 -6.542992 1.670913 0.09 0.13 0.19
H -1.753167 -8.446178 1.956784 -0.01 0.13 0.03
H 0.040911 -8.356947 3.618925 0.15 0.27 0.19
H 0.339533 -6.314243 4.977380 -0.15 0.11 -0.05
H 1.049934 -2.309002 1.051438 0.09 0.26 0.37
H 0.950023 -2.209158 -0.924860 -0.24 0.13 0.14
H 0.047254 -3.032183 -2.161540 -0.11 -0.21 0.42
H -0.026410 -0.947609 -2.953306 -0.02 0.00 0.18
H -2.532640 -0.076046 -2.394408 0.18 -0.07 0.11
H -2.647537 -1.667585 -1.635979 0.23 0.12 0.07
H -2.161543 -1.520813 -3.306663 -0.16 0.03 0.21
H -0.318386 0.149582 -0.095531 -0.06 -0.18 -0.17
H 1.014885 0.223149 -1.235241 -0.18 -0.16 0.18
H 0.209438 2.323306 -1.331160 -0.01 -0.22 -0.11
H -2.435646 1.144049 -0.699789 -0.40 0.39 -0.16
H -2.426983 2.804417 -1.474133 -0.08 -0.22 0.06
H -1.552267 2.460159 0.045101 -0.24 0.02 -0.13
H -1.664170 1.501647 -3.539642 0.26 -0.18 -0.04
H -0.536248 2.818755 -3.437682 0.25 -0.24 -0.18
H 0.068716 1.146650 -3.748424 0.04 0.25 0.10
H -3.832907 -1.353559 -0.032334 -0.26 -0.20 0.08
H -4.360285 -2.092735 1.489715 -0.01 0.05 -0.24
H -3.218808 -0.845729 2.956806 0.10 0.02 -0.06
N -0.475841 -5.171517 11.538468 -0.03 -0.04 -0.13
C -1.498291 -6.017918 11.419672 0.05 0.06 0.11
C -1.918024 -6.555126 10.212856 0.02 0.03 -0.01
C -1.239447 -6.190459 9.060332 -0.04 -0.05 -0.05
C -0.174659 -5.310912 9.158595 0.14 -0.06 0.00
C 0.164623 -4.834775 10.416903 -0.04 -0.02 0.17
H -2.001669 -6.272758 12.346929 -0.04 -0.04 -0.03
H -2.754734 -7.240462 10.177319 0.00 0.01 0.03
H -1.536769 -6.586112 8.096506 0.01 0.03 -0.01
H 0.376834 -5.003313 8.279358 -0.12 0.02 0.17
H 0.992847 -4.146248 10.543969 0.00 0.00 -0.08
N 2.541287 -4.055190 -2.909482 0.09 -0.12 0.02
C 2.740455 -5.040932 -2.032888 -0.15 0.05 -0.03
C 3.991648 -5.545798 -1.714021 0.02 0.04 -0.03
C 5.100111 -4.995882 -2.340266 -0.06 -0.04 0.02
C 4.912083 -3.971087 -3.252222 0.20 -0.17 -0.01
C 3.620217 -3.540181 -3.499296 -0.26 0.14 -0.06
H 1.844222 -5.438547 -1.567156 0.04 -0.03 0.05
H 4.094095 -6.345061 -0.992376 -0.04 0.02 0.02
H 6.095810 -5.359208 -2.117272 -0.01 0.01 0.00
H 5.746544 -3.511266 -3.762187 -0.06 0.10 0.02
H 3.425002 -2.737819 -4.203753 0.14 0.01 -0.02
N 1.032181 5.960130 7.088585 -0.15 0.15 0.00
C 1.015228 7.126875 6.445582 0.13 -0.11 -0.01
C -0.050008 8.013902 6.484678 -0.01 -0.02 0.02
C -1.163995 7.667742 7.231188 -0.07 0.06 0.01
C -1.167662 6.458054 7.905280 0.02 0.04 -0.02
C -0.048158 5.645931 7.802040 0.14 -0.13 0.00
H 1.906917 7.353739 5.870941 -0.03 0.05 -0.02
H -0.006742 8.949512 5.943622 0.02 -0.01 -0.01
H -2.017972 8.331654 7.286630 0.01 -0.01 0.00
H -2.018012 6.149642 8.498184 0.02 -0.03 0.00
H -0.004478 4.690978 8.314681 -0.06 0.00 0.00
N 0.348489 4.160069 -5.241643 0.01 0.27 -0.29
C 0.258152 3.511134 -6.401182 0.06 -0.11 0.15
C -0.122128 4.110239 -7.592947 -0.01 0.04 0.02
C -0.430054 5.460646 -7.578744 -0.03 0.04 -0.07
C -0.344604 6.153537 -6.382384 -0.01 -0.03 -0.02
C 0.049416 5.458317 -5.248605 0.05 -0.08 0.13
H 0.505421 2.455242 -6.362823 -0.02 0.00 -0.05
H -0.175357 3.532935 -8.506126 0.01 -0.02 0.02
H -0.732420 5.966282 -8.487740 0.01 0.00 0.01
H -0.577134 7.208585 -6.327943 0.01 0.00 0.03
H 0.133497 5.959677 -4.290108 -0.02 0.05 -0.03
N -5.555026 0.613395 -1.201628 -0.04 0.05 -0.13
C -5.658360 -0.036951 -2.360371 0.09 -0.18 0.16
C -6.053091 0.559485 -3.547985 0.01 0.08 0.07
C -6.362800 1.909827 -3.530331 0.00 0.01 -0.14
C -6.264969 2.604466 -2.336130 0.02 -0.03 0.03
C -5.856603 1.911994 -1.206191 0.06 -0.08 0.11
H -5.406317 -1.092499 -2.322872 -0.01 0.00 -0.08
H -6.114474 -0.018611 -4.460202 0.01 -0.03 0.02
H -6.676399 2.417156 -4.433886 -0.05 0.04 0.06
H -6.499086 3.658992 -2.283799 -0.01 -0.01 -0.03
H -5.760923 2.414913 -0.249712 0.00 0.05 -0.03
N 6.291439 -1.086172 -4.071648 0.08 0.23 -0.04
C 5.618121 -0.270329 -4.883410 0.00 -0.16 -0.06
C 5.617772 1.110196 -4.758849 0.04 -0.01 0.04
C 6.354416 1.676659 -3.731000 0.00 0.09 0.00
C 7.058479 0.846305 -2.875513 0.00 0.02 -0.04
C 6.994599 -0.521641 -3.089758 -0.03 -0.17 -0.03
H 5.050556 -0.759682 -5.668627 -0.07 0.04 0.03
H 5.053067 1.724266 -5.447576 -0.03 -0.02 0.01
H 6.377890 2.750961 -3.597393 -0.02 -0.01 0.02
H 7.642704 1.248416 -2.059451 -0.03 -0.03 0.03
H 7.530293 -1.210139 -2.445184 0.00 0.06 0.06
N 3.020883 -2.122280 -6.941238 -0.13 -0.15 -0.25
C 1.999160 -2.980626 -7.013922 0.13 0.15 0.21
C 1.565011 -3.559259 -8.197033 0.01 0.02 0.00
C 2.220950 -3.230160 -9.370958 -0.04 -0.05 -0.09
C 3.281004 -2.341860 -9.317680 0.00 0.00 0.00
C 3.638473 -1.821774 -8.083661 0.05 0.08 0.20
H 1.513638 -3.208818 -6.070776 -0.01 -0.05 -0.02
H 0.733188 -4.250344 -8.195985 0.00 0.01 0.04
H 1.910273 -3.660865 -10.314909 0.00 0.00 0.01
H 3.820063 -2.058129 -10.211491 0.02 0.01 0.02
H 4.465784 -1.124673 -7.995038 0.01 -0.01 -0.08
N -7.366087 5.008390 -4.771365 0.05 0.19 -0.14
C -8.179309 6.049495 -4.593276 -0.03 -0.16 0.10
C -8.071070 7.241286 -5.292925 0.03 -0.02 -0.01
C -7.057846 7.362265 -6.229409 0.01 0.08 -0.05
C -6.200327 6.293491 -6.428885 -0.03 0.02 0.01
C -6.398416 5.144895 -5.678494 -0.03 -0.17 0.11
H -8.955235 5.911008 -3.848102 -0.02 0.06 -0.02
H -8.762214 8.052188 -5.107639 -0.01 -0.02 0.02
H -6.938179 8.277270 -6.796067 0.00 -0.01 0.01
H -5.395865 6.347373 -7.149636 0.01 -0.03 0.02
H -5.752391 4.281963 -5.803627 0.06 0.05 -0.04
```
Positions in Å, forces in eV/Å.

## Properties
- Energy above the lowest of the compared OMol25 structures with the same formula, charge and spin: 0.0 kJ/mol
- Spin multiplicity: 1
- Highest occupied orbital energy: -4.77 eV
- LUMO energy: 1.502 eV
- Charge: -1
- Kohn-Sham gap: 6.275 eV